# 1
The following is a quantum chemistry calculation of 14 unconnected molecules or ions with the total composition C42H112O42S14 in a non-equilibrium geometry, from the Open Molecules 2025 dataset.

```
210
Properties=species:S:1:pos:R:3:forces:R:3
O 2.019 -6.158 -1.464 0.55 0.00 -0.48
S 3.049 -6.177 -2.471 -0.63 -0.67 1.03
O 2.702 -6.578 -3.815 0.71 0.39 0.73
O 3.610 -4.663 -2.457 0.35 -1.55 -1.05
C 4.391 -4.326 -3.675 -0.03 1.44 1.13
C 3.453 -3.620 -4.665 0.56 -0.77 0.29
C 4.405 -7.246 -1.843 -0.12 0.57 -0.77
H 4.987 -5.175 -4.021 -0.63 -0.08 -0.27
H 5.119 -3.650 -3.226 0.11 0.24 -0.37
H 3.040 -2.676 -4.271 0.24 -0.51 -0.01
H 2.675 -4.344 -4.872 -0.39 0.15 -0.12
H 3.967 -3.438 -5.604 0.16 0.21 -0.07
H 4.075 -8.292 -1.864 -0.18 0.44 -0.22
H 4.681 -6.977 -0.835 -0.23 0.30 0.25
H 5.297 -7.112 -2.464 -0.27 -0.08 -0.03
O 3.655 5.489 4.902 -1.03 -0.02 -0.42
S 2.259 5.547 4.521 0.14 0.06 -1.44
O 1.872 5.474 3.095 0.70 0.30 2.53
O 1.582 4.326 5.280 -0.50 -0.03 -0.18
C 0.348 3.722 4.694 0.65 0.84 -0.03
C -0.049 2.544 5.562 -0.46 0.38 -0.78
C 1.561 7.010 5.323 0.10 -0.71 -0.75
H 0.626 3.499 3.669 -0.17 -0.41 -0.07
H -0.415 4.506 4.638 0.11 -0.02 0.26
H 0.290 1.620 5.088 0.07 0.00 0.44
H -1.152 2.527 5.586 0.48 -0.21 0.24
H 0.365 2.702 6.557 -0.13 -0.28 0.02
H 2.175 7.831 4.960 0.02 0.02 0.12
H 1.653 6.867 6.398 0.02 0.03 -0.11
H 0.536 7.146 4.976 0.05 -0.10 0.12
O 6.972 0.171 -2.430 -1.50 -0.09 -0.50
S 6.076 0.565 -3.511 0.82 0.36 0.28
O 5.498 -0.448 -4.373 -0.08 0.52 1.04
O 4.977 1.650 -3.029 -0.06 -1.91 0.20
C 3.861 1.032 -2.190 1.06 0.35 -1.18
C 4.058 1.538 -0.791 -1.12 -0.23 -1.10
C 6.975 1.672 -4.498 0.04 0.38 -0.08
H 3.973 -0.050 -2.284 -0.14 -0.01 0.14
H 2.950 1.334 -2.710 0.10 0.08 0.42
H 4.000 2.621 -0.841 0.20 0.17 0.34
H 5.006 1.157 -0.445 0.11 0.06 0.57
H 3.174 1.163 -0.269 0.35 0.01 0.57
H 7.389 2.459 -3.856 0.06 -0.36 -0.28
H 6.230 2.083 -5.155 -0.07 0.35 -0.54
H 7.711 1.093 -5.056 0.05 0.18 0.18
O -3.073 -3.835 0.514 -1.99 0.94 -3.26
S -3.726 -3.515 -0.800 3.14 -1.00 1.13
O -3.478 -4.410 -1.937 -0.59 1.63 1.62
O -5.262 -3.383 -0.544 -1.43 -0.01 -0.27
C -6.166 -3.419 -1.759 2.38 0.35 -0.57
C -7.453 -2.772 -1.395 0.15 0.33 0.96
C -3.237 -1.791 -1.179 -0.23 -0.28 0.07
H -6.142 -4.461 -2.076 -0.52 0.10 0.05
H -5.610 -2.837 -2.521 -0.44 -0.34 0.17
H -8.226 -2.784 -2.149 0.13 -0.07 -0.52
H -7.258 -1.731 -1.080 -0.20 -0.43 -0.15
H -7.835 -3.326 -0.556 -0.43 -0.03 0.57
H -3.269 -1.234 -0.238 0.05 -0.25 -0.09
H -3.847 -1.247 -1.929 0.18 -0.79 0.26
H -2.208 -1.853 -1.531 -0.06 0.03 -0.02
O -2.322 7.875 1.483 -0.13 -0.35 0.63
S -2.058 6.860 2.464 2.27 -0.34 -0.66
O -1.163 7.172 3.589 -1.51 -0.51 -1.23
O -3.442 6.315 2.952 -0.23 -0.34 1.68
C -3.437 5.532 4.214 -0.14 0.22 0.50
C -3.481 6.375 5.476 0.20 0.71 0.43
C -1.401 5.395 1.584 -0.30 0.61 1.15
H -2.644 4.779 4.231 -0.05 0.20 -0.36
H -4.400 5.047 4.245 -0.16 -0.48 -0.77
H -3.563 5.806 6.413 0.02 -0.48 -0.52
H -4.394 6.955 5.437 -0.16 0.40 -0.01
H -2.646 7.053 5.652 0.06 -0.04 -0.43
H -1.164 4.642 2.359 0.14 0.40 -0.43
H -0.509 5.763 1.061 -0.24 -0.39 0.09
H -2.211 4.997 0.963 0.39 0.37 0.00
O 0.206 -5.422 2.749 -1.17 0.12 1.07
S -0.943 -5.005 3.541 -1.05 0.09 -2.37
O -2.288 -5.552 3.273 2.95 0.94 1.13
O -0.615 -5.164 5.077 -0.22 -0.17 0.81
C 0.776 -5.304 5.539 0.09 0.00 -0.55
C 0.840 -5.460 7.081 -0.26 0.18 -1.67
C -1.115 -3.221 3.367 -0.63 0.78 0.54
H 1.329 -4.436 5.142 -0.12 -0.22 0.42
H 1.138 -6.185 5.007 0.28 0.06 0.29
H 0.276 -4.651 7.543 0.09 -0.11 0.18
H 1.895 -5.425 7.372 -0.24 0.01 0.04
H 0.419 -6.432 7.324 -0.05 0.07 0.30
H -1.693 -3.009 2.468 -0.04 -0.44 -0.14
H -0.254 -2.537 3.344 0.38 -0.97 0.08
H -1.714 -2.879 4.222 -0.05 -0.25 -0.14
O -1.023 -0.575 -6.214 0.54 -0.10 1.27
S -0.926 -0.556 -4.764 -1.64 1.48 -0.31
O -1.578 -1.576 -3.991 0.26 0.02 -0.22
O 0.554 -0.523 -4.262 0.24 0.00 0.00
C 1.580 0.039 -5.136 0.80 -0.60 0.45
C 1.611 1.554 -5.132 -0.21 -0.61 -0.50
C -1.619 1.058 -4.183 0.44 -0.75 -0.22
H 1.391 -0.425 -6.093 0.16 0.28 -0.49
H 2.529 -0.384 -4.751 -0.57 0.21 -0.03
H 0.813 1.900 -5.799 0.29 0.34 0.15
H 2.595 1.873 -5.493 -0.29 0.10 -0.02
H 1.460 1.930 -4.126 -0.03 0.18 0.11
H -0.959 1.906 -4.410 -0.06 -0.48 0.01
H -1.762 0.975 -3.095 -0.01 0.02 -0.42
H -2.554 1.181 -4.743 0.14 -0.14 0.29
O 0.974 5.099 -0.836 -0.49 -0.22 -2.24
S 1.073 5.170 -2.306 0.37 1.57 1.97
O 2.070 4.409 -2.957 0.75 -0.76 -0.54
O -0.270 4.812 -3.061 -0.92 0.29 1.56
C -1.567 5.267 -2.372 0.43 -0.25 -1.38
C -2.660 4.365 -2.933 0.48 -0.66 -0.53
C 1.311 6.947 -2.688 -1.20 -1.28 -0.13
H -1.569 6.328 -2.598 -0.63 0.11 -0.06
H -1.507 5.117 -1.310 0.38 -0.07 0.40
H -3.673 4.513 -2.552 0.33 0.47 0.18
H -2.343 3.378 -2.586 -0.24 -0.17 -0.05
H -2.707 4.290 -4.041 0.19 0.46 0.63
H 1.260 7.063 -3.776 0.19 -0.02 0.28
H 2.235 7.316 -2.252 -0.11 -0.18 0.06
H 0.412 7.372 -2.232 0.39 0.45 -0.01
O 1.670 -0.660 3.266 -0.10 0.04 -0.12
S 3.022 -0.240 3.492 1.16 -2.58 -1.45
O 3.989 -0.334 2.391 -1.26 0.53 1.35
O 2.901 1.175 4.056 1.22 1.78 0.35
C 4.147 2.094 4.026 -1.22 -0.35 -0.34
C 4.300 2.774 2.666 0.57 -0.23 0.65
C 3.693 -1.255 4.825 0.26 0.52 -0.02
H 4.989 1.461 4.277 0.16 -0.17 -0.13
H 3.961 2.769 4.865 -0.08 0.00 -0.33
H 5.338 3.123 2.687 -0.05 0.13 -0.26
H 3.674 3.646 2.509 -0.27 -0.05 0.20
H 4.204 2.074 1.836 0.01 -0.01 0.24
H 3.700 -2.329 4.605 -0.31 0.41 -0.43
H 3.096 -1.062 5.711 -0.03 0.02 0.12
H 4.733 -0.958 4.981 -0.18 0.10 0.06
O -3.074 0.499 5.157 -0.41 0.30 -0.97
S -3.639 1.224 4.038 0.59 2.22 1.37
O -2.793 2.167 3.310 -0.86 -1.44 0.33
O -4.311 0.261 3.026 -0.71 -1.06 -0.46
C -5.076 -0.928 3.595 0.70 -0.75 -1.77
C -5.263 -1.996 2.413 0.83 0.90 0.50
C -5.054 2.190 4.641 0.18 -0.73 -0.71
H -5.969 -0.536 4.085 -0.01 -0.17 -0.33
H -4.366 -1.314 4.307 -0.20 -0.34 0.48
H -4.332 -2.575 2.283 -0.28 0.44 0.10
H -5.487 -1.547 1.440 0.07 0.35 0.30
H -6.033 -2.754 2.534 -0.24 0.24 0.70
H -5.541 2.675 3.780 0.46 0.10 0.28
H -4.691 2.883 5.403 -0.10 -0.14 -0.18
H -5.770 1.475 5.043 0.09 0.08 0.34
O -4.062 4.580 0.231 -1.54 -1.59 -0.08
S -5.217 3.695 0.395 1.31 1.22 0.01
O -5.994 3.888 1.597 -0.20 -0.42 -0.82
O -6.044 3.928 -0.956 -1.12 -0.58 0.20
C -7.480 3.428 -1.035 0.80 1.17 0.32
C -8.136 3.994 -2.303 -0.13 -0.40 1.17
C -4.759 1.980 0.189 0.61 0.68 -0.12
H -7.944 3.907 -0.152 -0.01 -0.62 -0.40
H -7.494 2.338 -0.967 0.10 0.15 0.01
H -7.983 5.065 -2.241 -0.20 0.24 -0.32
H -9.215 3.758 -2.197 0.54 0.26 -0.23
H -7.777 3.610 -3.254 0.20 -0.14 0.13
H -3.931 2.038 -0.526 -0.04 -0.33 0.25
H -5.581 1.434 -0.237 -0.45 -0.10 -0.15
H -4.462 1.513 1.128 0.13 0.35 -0.09
O 7.353 -4.957 1.516 -0.39 0.13 1.25
S 7.384 -5.219 0.127 2.34 -0.67 -2.13
O 7.206 -6.552 -0.397 -0.45 0.84 0.42
O 6.396 -4.286 -0.646 -0.72 0.94 -0.35
C 6.174 -2.866 -0.167 0.16 -0.85 0.18
C 4.718 -2.475 -0.340 0.85 0.35 -0.39
C 9.021 -4.645 -0.525 -1.45 -0.35 0.39
H 6.842 -2.175 -0.713 -0.19 -0.58 0.14
H 6.448 -2.960 0.873 0.05 0.58 0.34
H 4.513 -2.436 -1.409 -0.28 0.00 0.00
H 4.627 -1.450 0.069 -0.18 -0.57 -0.02
H 4.049 -3.183 0.137 -0.11 0.08 0.13
H 9.700 -5.503 -0.531 -0.20 0.25 0.07
H 9.345 -3.857 0.158 0.12 -0.02 -0.36
H 8.790 -4.303 -1.541 0.40 0.02 0.30
O -1.946 -6.990 -3.504 0.96 0.73 -1.71
S -1.075 -6.535 -4.587 -0.07 -0.96 -0.56
O -0.157 -7.466 -5.239 -1.49 1.25 0.83
O -1.949 -5.870 -5.817 -0.12 -0.42 1.53
C -3.127 -5.060 -5.386 1.10 -0.86 -0.26
C -3.279 -4.025 -6.479 0.26 0.11 0.93
C -0.114 -5.128 -4.036 -1.12 -0.70 -0.23
H -2.923 -4.701 -4.377 0.00 0.58 -0.19
H -3.963 -5.731 -5.248 -0.29 -0.30 -0.37
H -3.326 -4.472 -7.467 0.04 -0.16 -0.01
H -2.405 -3.368 -6.397 -0.29 0.10 -0.31
H -4.188 -3.460 -6.303 -0.10 0.27 -0.04
H -0.813 -4.302 -3.793 0.62 -0.48 0.09
H 0.521 -4.911 -4.896 0.12 0.12 0.38
H 0.390 -5.605 -3.187 0.16 0.79 -0.06
O 0.603 0.946 -1.443 0.81 0.05 -0.19
S -0.283 0.916 -0.316 -6.61 -5.97 -9.69
O -1.675 1.253 -0.648 1.35 0.23 0.88
O -0.412 -0.556 0.210 1.38 -0.50 -0.27
C 0.850 -1.430 0.063 -1.21 0.31 1.97
C 0.786 -2.347 -1.110 0.78 0.21 -0.75
C 0.287 1.725 0.814 3.31 5.81 7.93
H 0.775 -1.942 1.045 0.47 0.09 -0.73
H 1.731 -0.770 0.079 -0.38 -0.21 -0.16
H 0.518 -1.792 -2.016 -0.09 -0.14 0.14
H 0.177 -3.241 -0.997 -0.18 0.17 0.20
H 1.825 -2.683 -1.271 -0.31 -0.13 0.00
H 1.191 1.220 1.140 0.29 0.19 0.37
H -0.448 1.771 1.627 0.31 0.06 0.08
H 0.514 2.736 0.444 0.04 -0.15 0.21
```
Forces are in eV/Å.

Results
- Kohn-Sham gap (eV) = 9.720
- max |F| (eV/A) = 13.16
- ΔE to the lowest compared entry with this formula, charge and spin (kcal per mole) = 49.99

Atom charges from the Mulliken analysis, given in e for atoms 1 to 99: number 1, O, carries -0.62; number 2, S, carries 1.30; number 3, O, carries -0.57; number 4, O, carries -0.09; number 5, C, carries -0.66; number 6, C, carries -0.77; number 7, C, carries -1.12; number 8, H, carries 0.55; number 9, H, carries 0.22; number 10, H, carries -0.05; number 11, H, carries 0.15; number 12, H, carries 0.58; number 13, H, carries 0.46; number 14, H, carries 0.28; number 15, H, carries 0.30; number 16, O, carries -0.63; number 17, S, carries 1.00; number 18, O, carries -0.43; number 19, O, carries -0.47; number 20, C, carries 1.01; number 21, C, carries -1.05; number 22, C, carries -0.77; number 23, H, carries -0.05; number 24, H, carries -0.04; number 25, H, carries 0.03; number 26, H, carries 0.18; number 27, H, carries 0.43; number 28, H, carries 0.40; number 29, H, carries 0.37; number 30, H, carries 0.11; number 31, O, carries -0.63; number 32, S, carries 1.20; number 33, O, carries -0.60; number 34, O, carries -0.28; number 35, C, carries 1.29; number 36, C, carries -0.69; number 37, C, carries -1.12; number 38, H, carries -0.21; number 39, H, carries -0.70; number 40, H, carries 0.43; number 41, H, carries 0.48; number 42, H, carries -0.25; number 43, H, carries 0.34; number 44, H, carries 0.33; number 45, H, carries 0.38; number 46, O, carries -0.54; number 47, S, carries 0.95; number 48, O, carries -0.50; number 49, O, carries -0.22; number 50, C, carries -0.14; number 51, C, carries -1.16; number 52, C, carries 0.14; number 53, H, carries 0.35; number 54, H, carries 0.26; number 55, H, carries 0.42; number 56, H, carries 0.13; number 57, H, carries 0.31; number 58, H, carries 0.05; number 59, H, carries 0.44; number 60, H, carries -0.50; number 61, O, carries -0.73; number 62, S, carries 1.19; number 63, O, carries -0.64; number 64, O, carries -0.33; number 65, C, carries 0.73; number 66, C, carries -1.51; number 67, C, carries 0.93; number 68, H, carries -0.29; number 69, H, carries 0.20; number 70, H, carries 0.38; number 71, H, carries 0.44; number 72, H, carries 0.33; number 73, H, carries -0.52; number 74, H, carries 0.45; number 75, H, carries -0.59; number 76, O, carries -0.59; number 77, S, carries 1.22; number 78, O, carries -0.63; number 79, O, carries -0.32; number 80, C, carries 0.05; number 81, C, carries -1.21; number 82, C, carries -0.17; number 83, H, carries 0.09; number 84, H, carries 0.35; number 85, H, carries 0.31; number 86, H, carries 0.37; number 87, H, carries 0.31; number 88, H, carries -0.15; number 89, H, carries -0.02; number 90, H, carries 0.45; number 91, O, carries -0.69; number 92, S, carries 0.75; number 93, O, carries 0.02; number 94, O, carries 0.10; number 95, C, carries 0.03; number 96, C, carries -1.31; number 97, C, carries -0.78; number 98, H, carries 0.72; number 99, H, carries -0.22

***

# 2
The following is a quantum chemistry calculation of 2 unconnected molecules or ions with the total composition BH3OS in a non-equilibrium geometry, from the Open Molecules 2025 dataset.

```
6
Properties=species:S:1:pos:R:3:forces:R:3
B 0.192 -0.095 -0.035 -1.41 -0.91 -0.65
O 0.572 1.173 -0.074 5.89 3.39 0.18
S -1.693 -0.190 0.013 0.76 3.45 -0.83
H 0.704 -1.177 -0.204 0.44 0.65 0.40
H 1.837 1.653 -0.076 -5.59 -2.82 -0.08
H -1.612 -1.363 0.376 -0.09 -3.76 0.98
```
Forces are in eV/Å.

Results
- Kohn-Sham gap (eV) = 8.891
- max |F| (eV/A) = 6.80
- ΔE to the lowest compared entry with this formula, charge and spin (kcal per mole) = 47.98

For each atom in turn, the natural (NBO) charge in e is: number 1, B, carries 0.58; number 2, O, carries -0.89; number 3, S, carries -0.23; number 4, H, carries -0.08; number 5, H, carries 0.52; number 6, H, carries 0.11

***

# 3
The following is a quantum chemistry calculation of C18H12ClN3O2S in the gas phase in a non-equilibrium geometry, from the Open Molecules 2025 dataset.

```
37
Properties=species:S:1:pos:R:3:forces:R:3
Cl -0.327 -2.447 0.670 0.03 -0.15 -0.03
C -1.484 -2.775 1.919 -0.16 -0.11 0.19
C -1.898 -4.084 2.106 0.05 0.04 -0.05
C -2.824 -4.378 3.091 -0.02 0.02 0.02
C -3.333 -3.364 3.885 -0.06 -0.05 0.04
C -2.913 -2.062 3.692 0.10 -0.04 -0.07
C -1.979 -1.740 2.712 0.02 -0.12 -0.02
C -1.560 -0.323 2.514 -0.27 0.32 -0.43
H -0.528 -0.234 2.179 -0.05 0.02 0.19
H -1.732 0.266 3.413 0.08 -0.04 0.00
S -2.563 0.467 1.179 -0.20 -0.17 0.37
C -1.340 0.827 -0.002 0.86 -0.17 -0.07
N -0.067 0.586 0.271 0.27 0.25 -0.13
C 0.840 0.965 -0.620 -0.79 0.58 -0.74
C 0.401 1.792 -1.696 -0.07 -0.85 0.61
N -0.900 1.805 -1.967 0.54 0.69 -0.86
N -1.771 1.276 -1.182 -1.05 -0.26 0.69
C 1.267 2.589 -2.530 1.03 0.49 0.37
C 2.475 3.191 -2.257 -0.84 -0.36 -0.04
C 2.813 3.925 -3.411 -0.33 0.03 -0.52
C 1.795 3.720 -4.296 0.83 0.48 0.06
O 0.859 2.927 -3.770 -0.45 -0.32 -0.05
H 1.637 4.072 -5.297 -0.13 -0.01 -0.12
H 3.690 4.522 -3.561 0.15 0.14 -0.11
H 3.032 3.132 -1.346 0.06 -0.07 0.19
C 2.156 0.404 -0.471 0.44 -0.48 1.15
C 2.672 -0.332 0.574 -0.45 0.51 -0.58
C 3.986 -0.671 0.203 0.24 0.15 -0.53
C 4.176 -0.129 -1.036 0.40 -0.46 0.59
O 3.083 0.521 -1.448 -0.22 0.10 -0.26
H 5.017 -0.140 -1.701 0.04 0.05 -0.16
H 4.692 -1.240 0.772 0.19 -0.11 0.06
H 2.162 -0.587 1.480 -0.18 -0.03 0.16
H -3.313 -1.270 4.307 -0.03 0.10 0.08
H -4.058 -3.588 4.652 -0.06 -0.02 0.07
H -3.148 -5.398 3.233 -0.02 -0.09 0.01
H -1.496 -4.863 1.479 0.05 -0.05 -0.07
```
Forces are in eV/Å.

Results
- Kohn-Sham gap (eV) = 7.612
- max |F| (eV/A) = 1.33
- ΔE to the lowest compared entry with this formula, charge and spin (kcal per mole) = 0.00
- structure (SMILES) = Clc1ccccc1CSc1nnc(-c2ccco2)c(-c2ccco2)n1

For each atom in turn, the natural (NBO) charge in e is: number 1, Cl, carries 0.01; number 2, C, carries -0.02; number 3, C, carries -0.22; number 4, C, carries -0.20; number 5, C, carries -0.23; number 6, C, carries -0.14; number 7, C, carries -0.09; number 8, C, carries -0.55; number 9, H, carries 0.28; number 10, H, carries 0.23; number 11, S, carries 0.30; number 12, C, carries 0.21; number 13, N, carries -0.46; number 14, C, carries 0.18; number 15, C, carries 0.12; number 16, N, carries -0.15; number 17, N, carries -0.25; number 18, C, carries 0.21; number 19, C, carries -0.27; number 20, C, carries -0.32; number 21, C, carries 0.11; number 22, O, carries -0.37; number 23, H, carries 0.21; number 24, H, carries 0.23; number 25, H, carries 0.23; number 26, C, carries 0.20; number 27, C, carries -0.23; number 28, C, carries -0.32; number 29, C, carries 0.12; number 30, O, carries -0.38; number 31, H, carries 0.21; number 32, H, carries 0.23; number 33, H, carries 0.24; number 34, H, carries 0.20; number 35, H, carries 0.22; number 36, H, carries 0.22; number 37, H, carries 0.23